Density functional theory data (wB97M-V/def2-TZVPD) for a structure of composition C22H21N7O3PPbS2Te.

The total energy is -83233.92382 eV. The HOMO-LUMO gap comes out at 6.3 eV. Its relative energy (zero: lowest compared OMol25 entry of this formula, charge and spin) is 0.000 eV.

```
! wB97M-V def2-TZVPD RIJCOSX def2/J DEFGRID3
* xyz -1 1
Pb 0.6320 0.1627 -0.4415
N 0.3293 -2.6890 3.1230
C -0.1611 -1.7402 2.3148
N 0.2558 -0.5166 2.2668
C 1.3339 -0.1476 3.0402
N 1.9782 0.9668 2.8692
N 1.5494 1.6501 1.7512
C 2.1312 2.7549 1.5174
C 1.8186 3.5199 0.2911
C 2.3812 4.7768 0.1034
C 2.0779 5.4839 -1.0492
C 1.2344 4.9116 -1.9829
C 0.7358 3.6387 -1.7329
N 1.0172 2.9582 -0.6280
C 1.8005 -1.0752 4.0788
C 2.7698 -0.7343 5.0243
C 3.2324 -1.6748 5.9192
C 2.7400 -2.9815 5.8751
C 1.7813 -3.3393 4.9525
C 1.3051 -2.3802 4.0589
H 0.0187 -3.6410 3.0024
H -0.9641 -2.0490 1.6549
H 2.8774 3.1551 2.2060
H 3.0391 5.1893 0.8575
H 2.4979 6.4680 -1.2135
H 0.9611 5.4250 -2.8939
H 0.0951 3.1385 -2.4522
H 3.1500 0.2774 5.0201
H 3.9842 -1.4050 6.6486
H 3.1124 -3.7235 6.5694
H 1.3971 -4.3507 4.9104
S -0.7344 0.5489 -2.8304
C -1.8451 1.2595 -1.7142
S -1.8705 0.6924 -0.0555
C -2.6739 2.3039 -2.0868
C -3.5892 2.9120 -1.1773
N -4.3303 3.4287 -0.4614
C -2.6150 2.8699 -3.3940
N -2.5623 3.3702 -4.4317
C 1.2611 -2.8168 -4.5383
C 1.8058 -3.5700 -3.3466
O 1.4588 -2.8308 -2.1775
P 1.5809 -3.4279 -0.6874
O 0.9894 -2.3299 0.1565
Te 0.7582 -5.6075 -0.4502
O 3.1803 -3.4940 -0.4338
C 3.9024 -2.2559 -0.4074
C 4.3001 -1.9169 1.0138
H 1.5240 -3.3310 -5.4643
H 1.6675 -1.8057 -4.5722
H 0.1765 -2.7412 -4.4704
H 2.8948 -3.6695 -3.3978
H 1.3764 -4.5734 -3.2728
H 3.2957 -1.4485 -0.8254
H 4.7742 -2.3842 -1.0520
H 3.4066 -1.8189 1.6272
H 4.8377 -0.9663 1.0467
H 4.9287 -2.6992 1.4399
*
```